1.
Formula: C9H13Cl15O
Source: OMol25
Level of theory: wB97M-V/def2-TZVPD

Output
**Relative energy (zero: lowest compared OMol25 entry of this formula, charge and spin)**: 8.6417 eV
**Calculated total energy**: -7328.468080 hartree
**Largest force on an atom**: 4.53 eV/Å
**Charge**: 0
**Highest occupied orbital energy**: -9.278 eV

Last column: Löwdin charge in e.
Positions of all 38 atoms, in Å:
C (0.86828, -3.83643, 0.63783)  -1.398
Cl (-0.75521, -2.95268, 0.66315)  0.632
Cl (2.19013, -2.69030, 0.84509)  0.439
Cl (0.98527, -4.70456, -0.92368)  0.553
H (0.90683, -4.66357, 1.34666)  -0.003
C (0.91112, -1.37243, 3.68060)  -1.431
Cl (2.66655, -0.86867, 3.79778)  0.509
Cl (0.17656, -1.35765, 5.29137)  0.552
Cl (0.76788, -2.97390, 2.96911)  0.546
H (0.30252, -0.69846, 3.07772)  -0.032
C (-1.06820, 3.31282, 0.34531)  -1.510
Cl (0.03927, 3.33390, 1.71219)  0.641
Cl (-0.58671, 4.73193, -0.59869)  0.539
Cl (-2.76397, 3.14370, 0.76265)  0.578
H (-0.80884, 2.52570, -0.36270)  -0.040
C (2.46087, 0.44202, -1.41836)  -1.459
Cl (2.44303, -1.14831, -0.72941)  0.528
Cl (1.74294, 0.43634, -3.07477)  0.594
Cl (4.01924, 1.14991, -1.27318)  0.602
H (1.82269, 1.07967, -0.80662)  -0.033
C (-2.30797, 0.98147, -3.56871)  -1.375
Cl (-2.16358, -0.67844, -2.82435)  0.688
Cl (-0.85164, 1.95077, -3.29346)  0.631
Cl (-3.66652, 1.89282, -3.01389)  0.605
H (-2.29935, 0.90254, -4.65582)  0.026
C (-1.05694, -0.53768, -0.18456)  -0.324
C (-0.73231, -0.00728, 1.18570)  -0.158
C (0.59120, 0.72935, 0.84288)  -0.252
O (0.36027, 1.29457, -0.47827)  -0.319
C (-0.47444, 0.43639, -1.24641)  -0.480
H (-2.10877, -0.74946, -0.37664)  0.078
H (-0.56529, -1.49085, -0.37908)  -0.053
H (-0.72999, -0.70297, 2.02481)  0.054
H (-1.54865, 0.66651, 1.44588)  0.091
H (1.43411, 0.04132, 0.77782)  0.036
H (1.04919, 1.45795, 1.51182)  0.043
H (0.09116, -0.03069, -2.05266)  -0.045
H (-1.34090, 0.95462, -1.65726)  -0.051

=====

2.
Formula: C9H13Cl2NO2
Source: OMol25
Level of theory: wB97M-V/def2-TZVPD

Output
**Calculated total energy**: -1476.076244 hartree
**Largest force on an atom**: 10.82 eV/Å
**Charge**: 0
**Highest occupied orbital energy**: -8.941 eV

Last column: Löwdin charge in e.
Positions of all 27 atoms, in Å:
C (-1.30870, -0.42511, -1.71110)  -0.029
C (-1.40869, 0.46242, -0.59178)  -0.433
C (-0.35520, 1.19289, -0.18730)  -0.595
O (-0.09518, 2.31088, -0.28533)  0.168
N (0.54344, 0.59264, 0.55528)  0.020
C (0.40484, -0.92148, 0.73012)  -0.062
C (1.72044, -1.65030, 0.22046)  -0.272
O (2.91250, -1.21062, 0.48924)  -0.072
C (2.93712, 0.14912, 0.44255)  -0.201
C (1.82721, 0.90822, 1.05114)  -0.117
C (-2.76970, 1.26273, -0.49901)  -0.067
C (-2.44227, 0.23263, 0.41814)  -0.913
Cl (-2.33899, 0.33246, 2.30536)  0.558
Cl (-3.59432, -1.28957, 0.13583)  0.517
H (-1.53789, -1.30090, -1.79220)  -0.026
H (-1.96269, -0.12621, -2.60265)  0.141
H (-0.33520, -0.50405, -2.17547)  0.114
H (0.58848, -1.33055, 1.80676)  0.151
H (-0.48975, -1.38795, 0.64931)  0.064
H (1.50239, -1.56572, -0.75700)  0.076
H (1.70774, -2.67618, 0.52658)  0.137
H (3.01141, 0.16772, -0.72112)  0.164
H (3.92579, 0.51270, 0.60811)  0.124
H (2.04245, 0.98877, 1.99596)  0.078
H (1.85670, 2.05833, 0.79260)  0.186
H (-3.55403, 1.01261, -1.39028)  0.178
H (-2.78791, 2.20450, -0.01421)  0.110